Entry from OMol25: C19H24N2S as an isolated structure at a distorted geometry (ωB97M-V/def2-TZVPD).

Each line ends with the Mulliken charge.
Positions of all 46 atoms, in Å:
1 C 3.09 -1.60 2.52  -1.345
2 H 3.02 -2.55 2.43  0.403
3 H 4.19 -1.20 2.54  0.383
4 H 2.58 -1.15 3.41  0.257
5 C 2.66 -0.75 1.40  -0.626
6 N 1.23 -1.17 1.01  0.910
7 C 0.67 -2.62 0.95  -0.365
8 H 1.73 -3.02 0.50  0.337
9 C 0.28 -3.05 2.10  -2.003
10 H 0.84 -3.05 2.92  0.437
11 H -0.59 -2.65 2.25  0.663
12 H 0.07 -4.13 1.87  0.402
13 H -0.01 -2.35 0.17  0.415
14 C 0.33 -0.14 1.18  -0.102
15 H -0.59 -0.44 1.11  1.486
16 C 0.34 0.21 2.79  -1.889
17 H 1.19 0.88 3.03  0.385
18 H 0.26 -0.59 3.44  0.406
19 H -0.39 1.09 2.84  0.444
20 C 0.41 1.03 0.30  -2.511
21 N -0.37 1.25 -0.77  0.481
22 C -0.01 0.46 -2.05  0.631
23 C 0.95 -0.42 -2.17  0.254
24 C 1.31 -1.06 -3.30  -1.223
25 C 1.06 -0.30 -4.58  -0.763
26 C -0.18 0.61 -4.52  -0.794
27 C -0.66 1.18 -3.11  0.116
28 S -1.63 2.45 -3.48  -0.352
29 C -2.47 2.19 -1.66  -0.177
30 C -3.78 2.81 -1.55  -0.626
31 C -4.21 2.86 -0.39  -0.209
32 C -3.53 2.40 0.82  -1.713
33 C -2.36 1.75 0.54  0.703
34 C -1.76 1.79 -0.53  0.896
35 H -1.87 1.34 1.52  -0.131
36 H -3.99 2.25 1.56  0.677
37 H -5.19 3.42 -0.18  0.246
38 H -4.35 3.04 -2.46  0.358
39 H -0.55 0.90 -5.39  0.546
40 H 1.22 -1.03 -5.46  0.291
41 H 1.91 -1.71 -3.28  0.783
42 H 1.30 -1.00 -1.16  0.098
43 H 0.27 1.98 1.01  0.505
44 H 1.40 1.20 0.09  0.559
45 H 3.41 -1.37 0.45  0.231
46 H 2.75 0.26 1.24  0.525

## Properties
HOMO-LUMO gap = 7.6 eV
highest occupied orbital energy = -0.263 hartree
F_max = 15.0 eV/A
ΔE to the lowest compared entry with this formula, charge and spin = 389.4 kcal per mole
E_tot = -1245.52356 Eh
multiplicity = 1
total charge = 0